#a
Computed, not measured: the molecule C3H5FOS, with ωB97M-V/def2-TZVPD.

Geometry (Å):
C 0.7337 1.7601 -1.0673
C -0.3008 0.6528 -0.4773
C -0.1855 -0.7271 1.4094
H 1.0375 2.1889 0.0721
H 0.1875 2.4844 -1.7260
H -1.2793 1.0041 -0.4445
H -0.4495 -0.1332 -1.1147
H 0.3361 -0.6107 2.5555
O 0.3744 0.1176 0.6342
F 1.8510 1.1649 -1.6425
S -1.3107 -1.6546 0.6987

**Gap between HOMO and LUMO**: 9.32 eV
**HOMO level**: -9.0 eV
**SMILES string**: FCCOC=S
**Molecular weight**: 108.14 g mol⁻¹

---

#b
Computed, not measured: the molecule C3H5FOS, with ωB97M-V/def2-TZVPD.

Geometry (Å):
C -1.4368 1.2888 -0.0316
C 0.1032 -0.5187 0.0255
C 1.6043 -0.9764 0.0452
H -1.9174 1.0394 -0.9948
H -1.3659 2.3823 0.0745
H -1.9493 0.7621 0.7095
H 1.8084 -1.3681 0.9903
H 1.7695 -1.6955 -0.7250
O -0.0897 0.7757 0.0531
F 2.4325 0.1449 -0.1064
S -0.9589 -1.8346 -0.0405

**Gap between HOMO and LUMO**: 9.40 eV
**HOMO level**: -9.0 eV
**SMILES string**: COC(=S)CF
**Molecular weight**: 108.14 g mol⁻¹

---

Of them, the most stable is #b and the least stable is #a.